Record 1
C28H72BFN9O11PSSi2 | the ωB97M-V functional and the def2-TZVPD basis

Summary:
DFT total energy   -105420.936 eV
HOMO-LUMO gap   0.311 Eh
Highest occupied orbital energy   -8.098 eV
Maximum force   3.04 eV/A

ORCA input file:
```
! RIJCOSX wB97M-V def2-TZVPD def2/J DEFGRID3
* xyz 0 1
C -4.53 3.53 3.41
C -5.91 3.27 3.96
P -6.04 1.67 4.86
C -7.79 1.08 4.92
C -8.27 1.05 6.37
Si -4.75 0.07 4.04
F -3.38 0.64 3.44
O -5.52 -0.89 2.91
Si -5.57 -0.38 1.33
N -5.85 -1.79 0.36
S -7.03 1.17 1.04
B -4.31 -1.14 5.58
O -5.22 -2.04 6.05
O -3.11 -1.06 6.20
H -3.76 3.35 4.15
H -4.47 4.58 3.14
H -4.34 2.96 2.51
H -6.11 4.04 4.69
H -6.67 3.38 3.19
H -7.84 0.07 4.54
H -8.44 1.69 4.31
H -9.34 0.93 6.42
H -7.76 0.25 6.89
H -7.96 1.96 6.86
H -4.28 0.19 0.90
H -6.82 -2.06 0.46
H -5.74 -1.56 -0.63
H -8.05 0.83 1.83
H -5.58 -1.76 6.92
H -2.64 -0.27 5.88
C -0.74 0.24 1.95
C 0.75 0.40 1.97
O 1.34 1.26 1.32
N 1.48 -0.46 2.73
C 1.05 -1.57 3.56
H -1.17 0.99 1.30
H -1.01 -0.75 1.57
H -1.16 0.37 2.95
H 2.47 -0.27 2.67
H 1.39 -1.41 4.58
H 1.52 -2.48 3.18
H -0.02 -1.69 3.56
C 5.61 -4.33 1.38
C 4.72 -3.43 2.20
O 3.90 -3.85 3.00
N 4.85 -2.08 2.02
C 5.74 -1.37 1.11
H 5.38 -5.36 1.62
H 5.44 -4.18 0.32
H 6.66 -4.14 1.60
H 4.24 -1.54 2.61
H 6.40 -0.71 1.68
H 5.14 -0.75 0.43
H 6.34 -2.05 0.54
C 8.84 -6.56 -2.23
C 8.02 -5.59 -1.42
O 7.17 -5.98 -0.62
N 8.26 -4.27 -1.61
C 9.21 -3.65 -2.51
H 8.54 -7.57 -1.97
H 8.67 -6.41 -3.30
H 9.90 -6.45 -2.02
H 7.70 -3.67 -1.03
H 9.92 -3.05 -1.93
H 8.70 -2.99 -3.21
H 9.76 -4.40 -3.07
C -7.66 1.63 -2.34
C -6.57 0.93 -3.11
O -5.40 0.94 -2.74
N -6.93 0.26 -4.24
C -8.25 0.15 -4.82
H -7.22 2.11 -1.48
H -8.14 2.38 -2.97
H -8.40 0.91 -2.00
H -6.16 -0.19 -4.70
H -8.55 -0.90 -4.88
H -8.25 0.56 -5.83
H -8.98 0.69 -4.23
C -0.99 -0.60 -3.57
C 0.50 -0.58 -3.30
O 1.24 -1.45 -3.74
N 0.98 0.43 -2.54
C 0.24 1.51 -1.89
H -1.22 -1.46 -4.18
H -1.55 -0.67 -2.63
H -1.29 0.31 -4.10
H 1.98 0.41 -2.42
H 0.58 2.47 -2.27
H 0.44 1.46 -0.82
H -0.82 1.41 -2.06
C 5.26 -1.18 -2.97
C 6.73 -1.27 -2.62
O 7.46 -2.14 -3.06
N 7.23 -0.33 -1.77
C 6.52 0.77 -1.13
H 5.01 -1.99 -3.64
H 4.65 -1.27 -2.07
H 5.04 -0.23 -3.46
H 8.21 -0.44 -1.57
H 6.98 1.72 -1.42
H 6.58 0.68 -0.05
H 5.48 0.78 -1.42
C -7.64 5.15 -5.25
C -8.97 4.91 -4.57
O -9.30 3.80 -4.18
N -9.79 5.98 -4.39
C -9.56 7.36 -4.78
H -7.11 4.21 -5.31
H -7.80 5.54 -6.26
H -7.04 5.86 -4.68
H -10.65 5.75 -3.93
H -9.59 8.00 -3.90
H -10.35 7.68 -5.47
H -8.60 7.47 -5.27
C 11.07 -1.60 1.30
C 9.69 -1.05 1.04
O 8.83 -1.71 0.48
N 9.44 0.22 1.45
C 10.33 1.15 2.12
H 11.11 -2.62 0.92
H 11.83 -1.01 0.79
H 11.28 -1.62 2.37
H 8.50 0.53 1.24
H 9.91 1.43 3.09
H 10.46 2.05 1.52
H 11.30 0.69 2.28
*
```

Atomic partial charges in e from the Löwdin method, atoms 1 to 2:
1 C -0.18
2 C -0.49

Record 2
C28H72BrN4O4 | the ωB97M-V functional and the def2-TZVPD basis

Summary:
DFT total energy   -114369.692 eV
HOMO-LUMO gap   0.282 Eh
Highest occupied orbital energy   -12.843 eV
Maximum force   3.98 eV/A

ORCA input file:
```
! RIJCOSX wB97M-V def2-TZVPD def2/J DEFGRID3
* xyz 3 1
C -2.52 -5.92 -2.57
C -2.29 -7.43 -2.43
C -2.98 -7.90 -1.13
O -4.35 -7.66 -1.34
C -5.28 -7.72 -0.23
N -3.04 -8.15 -3.56
H -3.17 -7.51 -4.36
H -2.66 -9.05 -3.87
H -3.94 -8.43 -3.20
H -2.16 -5.30 -1.80
H -3.66 -5.69 -2.66
H -2.14 -5.66 -3.55
H -1.26 -7.67 -2.42
H -2.55 -7.45 -0.23
H -2.77 -8.97 -0.96
H -6.19 -7.60 -0.81
H -5.07 -6.90 0.43
H -5.24 -8.70 0.27
C 1.42 -2.93 5.00
C 1.19 -3.03 3.52
N 2.03 -2.14 2.75
C 1.83 -0.75 3.24
C 3.51 -2.51 2.75
C 3.93 -3.85 2.27
C 1.57 -2.14 1.25
C 2.32 -1.29 0.15
O 3.52 -1.71 -0.30
C 3.59 -2.23 -1.59
H 2.43 -2.69 5.33
H 1.09 -3.92 5.46
H 0.66 -2.23 5.44
H 0.19 -2.83 3.18
H 1.40 -4.00 3.09
H 2.14 -0.80 4.28
H 0.80 -0.54 3.12
H 2.51 -0.03 2.72
H 3.87 -2.23 3.71
H 3.95 -1.78 2.10
H 3.98 -3.90 1.20
H 3.33 -4.71 2.59
H 4.93 -3.86 2.69
H 0.55 -1.77 1.28
H 1.43 -3.19 0.99
H 2.39 -0.22 0.52
H 1.60 -1.29 -0.60
H 4.56 -1.89 -1.79
H 2.82 -1.79 -2.25
H 3.60 -3.35 -1.45
C -5.75 0.70 -0.03
C -5.28 -0.52 0.85
N -5.95 -0.49 2.21
C -7.45 -0.50 2.04
C -5.56 -1.81 2.95
C -6.18 -3.07 2.37
C -5.44 0.64 3.04
C -6.09 0.90 4.40
O -5.67 -0.05 5.34
C -5.74 0.40 6.68
H -6.84 0.72 -0.43
H -5.09 0.66 -0.90
H -5.62 1.66 0.43
H -4.24 -0.40 1.03
H -5.38 -1.55 0.51
H -7.77 -1.15 1.25
H -7.70 0.47 1.70
H -8.00 -0.67 2.98
H -5.92 -1.76 3.91
H -4.51 -1.93 2.96
H -5.89 -3.40 1.41
H -7.22 -2.95 2.37
H -6.03 -3.88 3.10
H -5.43 1.49 2.41
H -4.39 0.38 3.14
H -7.18 0.88 4.33
H -5.77 1.96 4.65
H -5.21 1.33 6.91
H -5.38 -0.46 7.23
H -6.73 0.55 7.12
C 6.12 5.82 -6.30
C 6.91 6.95 -5.55
N 6.33 7.18 -4.10
C 6.45 5.86 -3.44
C 7.19 8.16 -3.40
C 7.28 9.51 -4.01
C 4.86 7.55 -4.09
C 4.16 7.85 -2.79
O 3.84 6.69 -2.12
C 2.83 6.69 -1.13
H 5.03 6.02 -6.28
H 6.49 4.86 -6.00
H 6.51 5.84 -7.32
H 6.80 7.88 -6.12
H 7.94 6.68 -5.35
H 6.42 5.94 -2.41
H 7.33 5.17 -3.75
H 5.55 5.23 -3.71
H 8.16 7.69 -3.31
H 6.88 8.30 -2.36
H 7.71 9.66 -5.01
H 7.68 10.19 -3.37
H 6.27 9.88 -4.16
H 4.23 6.76 -4.61
H 5.02 8.42 -4.72
H 3.21 8.37 -3.07
H 4.66 8.61 -2.14
H 1.82 6.88 -1.68
H 3.05 7.49 -0.37
H 2.90 5.66 -0.72
Br -2.11 -2.64 1.20
*
```

Atomic partial charges in e from the Löwdin method, atoms 1 to 2:
1 C -0.03
2 C -0.26

Record 3
C28H72F4FeN2O20S4 | the ωB97M-V functional and the def2-TZVPD basis

Summary:
DFT total energy   -162728.767 eV
HOMO-LUMO gap (alpha / beta)   0.301 / 0.235 Eh
Highest occupied orbital energy (alpha / beta)   -6.685 / -6.684 eV
⟨S²⟩   8.76
Maximum force   9.92 eV/A

ORCA input file:
```
! RIJCOSX wB97M-V def2-TZVPD def2/J DEFGRID3
* xyz -1 6
Fe 2.58 -1.34 -0.59
N 1.10 -0.44 0.30
S 0.94 0.66 1.34
O 0.44 0.23 2.64
O 0.67 2.00 0.80
F 2.53 0.78 1.57
S -0.62 -0.56 0.16
O -1.47 0.64 -0.06
O -1.19 -1.68 0.85
F -0.61 -1.15 -1.32
N 5.07 -1.38 3.77
S 3.90 -0.86 4.90
O 4.32 -0.52 6.27
O 2.56 -1.46 4.77
F 3.77 0.66 4.28
S 5.35 -2.63 4.63
O 4.35 -3.69 4.72
O 6.42 -2.58 5.65
F 6.17 -3.29 3.39
C 5.02 -1.87 -0.06
O 6.21 -1.85 0.22
O 4.47 -2.18 -1.12
O 4.31 -1.24 0.70
C 0.96 -3.47 2.43
C 2.27 -3.73 1.68
C 2.72 -5.20 1.74
O 2.01 -3.33 0.33
H 0.08 -3.91 1.95
H 0.69 -2.41 2.40
H 1.08 -3.74 3.48
H 3.03 -3.09 2.14
H 3.73 -5.26 1.34
H 2.02 -5.91 1.30
H 2.74 -5.43 2.81
H 1.65 -4.09 -0.13
C 3.43 2.69 -1.46
C 2.62 1.59 -2.20
C 2.65 1.74 -3.72
O 3.20 0.35 -1.90
H 3.17 3.68 -1.83
H 4.49 2.55 -1.64
H 3.28 2.73 -0.38
H 1.62 1.56 -1.78
H 2.36 2.76 -3.98
H 1.96 1.08 -4.25
H 3.67 1.62 -4.09
H 4.07 0.29 -2.29
C -5.18 1.12 -0.99
C -5.21 -0.06 -1.94
C -4.40 -1.30 -1.47
O -6.57 -0.48 -2.01
H -4.24 1.66 -0.96
H -5.36 0.81 0.03
H -5.95 1.80 -1.35
H -4.83 0.28 -2.91
H -4.35 -2.12 -2.18
H -4.71 -1.72 -0.51
H -3.36 -1.03 -1.31
H -6.64 -1.11 -2.73
C -1.61 1.54 -3.09
C -2.04 2.12 -4.42
C -1.57 3.61 -4.49
O -1.31 1.45 -5.45
H -2.24 2.02 -2.34
H -0.55 1.62 -2.86
H -1.90 0.50 -3.00
H -3.12 2.03 -4.58
H -1.99 4.11 -5.36
H -0.48 3.69 -4.48
H -1.94 4.19 -3.65
H -1.68 1.73 -6.29
C -1.51 4.12 0.46
C -1.83 5.53 -0.06
C -3.16 5.51 -0.87
O -1.80 6.54 0.92
H -1.20 3.43 -0.31
H -2.36 3.72 1.01
H -0.65 4.25 1.13
H -1.04 5.89 -0.72
H -3.18 5.08 -1.87
H -3.41 6.56 -1.03
H -3.97 5.00 -0.34
H -2.58 6.46 1.48
C -1.91 -4.21 -2.45
C -0.95 -4.56 -1.34
C -1.23 -5.96 -0.63
O 0.35 -4.61 -1.83
H -1.92 -4.83 -3.34
H -1.88 -3.15 -2.71
H -2.89 -4.42 -2.01
H -0.98 -3.77 -0.59
H -2.18 -6.00 -0.11
H -0.43 -6.22 0.07
H -1.15 -6.76 -1.36
H 0.41 -5.46 -2.27
C 2.72 -3.45 -3.95
C 1.92 -2.21 -3.67
C 0.54 -2.27 -4.27
O 1.67 -2.29 -2.29
H 3.78 -3.31 -3.73
H 2.60 -3.59 -5.03
H 2.48 -4.36 -3.42
H 2.52 -1.41 -4.11
H -0.05 -3.16 -4.06
H 0.60 -2.26 -5.36
H -0.05 -1.40 -3.97
H 1.14 -3.08 -2.26
C -3.26 1.50 2.65
C -3.75 0.07 2.91
C -2.99 -0.62 4.01
O -5.13 0.06 3.30
H -3.84 1.90 1.82
H -2.19 1.58 2.47
H -3.44 2.10 3.54
H -3.73 -0.49 1.97
H -1.91 -0.70 3.87
H -3.35 -1.64 4.08
H -3.12 -0.08 4.95
H -5.33 -0.82 3.64
C 0.49 3.61 4.44
C 1.57 4.58 5.05
C 2.91 4.32 4.33
O 1.17 5.94 4.93
H -0.34 3.34 5.09
H 0.91 2.72 3.97
H -0.04 4.12 3.63
H 1.68 4.39 6.12
H 3.28 3.30 4.39
H 3.58 4.90 4.98
H 2.95 4.66 3.30
H 0.94 6.19 4.03
*
```

Atomic partial charges in e from the Löwdin method, atoms 1 to 2:
1 Fe 0.90
2 N -0.31

Record 4
C28H72O19 | the ωB97M-V functional and the def2-TZVPD basis

Summary:
DFT total energy   -69100.912 eV
SMILES string   C1CCOC1.C1CCOC1.C1CCOC1.OCCO.OCCO.OCCO.OCCO.OCCO.OCCO.OCCO.OCCO
HOMO-LUMO gap   0.357 Eh
Highest occupied orbital energy   -9.373 eV
Maximum force   3.48 eV/A

ORCA input file:
```
! RIJCOSX wB97M-V def2-TZVPD def2/J DEFGRID3
* xyz 0 1
C 4.39 0.01 0.54
C 5.06 0.15 1.93
C 6.32 -0.58 1.66
O 5.96 -1.69 0.93
C 4.78 -1.37 0.20
H 4.89 0.61 -0.22
H 3.29 0.19 0.49
H 4.41 -0.31 2.70
H 5.16 1.17 2.23
H 6.86 -0.89 2.56
H 6.98 0.10 1.08
H 4.08 -2.16 0.48
H 4.94 -1.32 -0.89
C 1.43 1.24 5.37
C 0.31 0.89 4.20
C -0.99 1.46 4.86
O -0.54 2.66 5.57
C 0.80 2.51 6.04
H 2.34 1.53 4.81
H 1.52 0.44 6.09
H 0.22 -0.15 4.00
H 0.37 1.43 3.29
H -1.35 0.76 5.60
H -1.72 1.86 4.19
H 0.90 2.50 7.15
H 1.39 3.39 5.71
C 1.24 5.62 1.67
C 0.69 5.50 0.26
C 0.72 3.98 -0.07
O 0.56 3.39 1.17
C 1.22 4.17 2.16
H 0.60 6.28 2.31
H 2.20 6.13 1.75
H 1.31 6.10 -0.42
H -0.33 5.82 0.17
H 1.66 3.65 -0.45
H -0.12 3.67 -0.68
H 2.22 3.73 2.26
H 0.71 4.06 3.18
O -0.94 0.86 -3.96
C -1.43 2.11 -4.36
C -0.76 3.24 -3.58
O 0.69 3.26 -3.91
H -0.06 0.66 -4.46
H -1.32 2.21 -5.41
H -2.54 2.08 -4.26
H -0.88 3.06 -2.51
H -1.11 4.16 -3.97
H 1.18 2.62 -3.37
O -0.21 -5.72 -0.41
C 1.01 -5.96 0.37
C 1.97 -4.74 0.30
O 1.46 -3.65 1.10
H -0.84 -5.26 0.18
H 0.74 -6.16 1.36
H 1.47 -6.78 -0.14
H 2.14 -4.52 -0.77
H 2.95 -5.10 0.68
H 0.50 -3.61 1.06
O -3.91 -2.18 -0.98
C -5.18 -1.52 -0.98
C -4.93 -0.02 -1.34
O -4.12 0.43 -0.25
H -3.47 -1.78 -0.25
H -5.82 -1.94 -1.70
H -5.75 -1.58 0.01
H -5.76 0.66 -1.47
H -4.35 -0.03 -2.29
H -3.16 0.61 -0.55
O -0.71 -3.29 -2.23
C -1.49 -3.51 -3.35
C -0.86 -4.39 -4.37
O 0.19 -3.71 -5.07
H -0.20 -4.07 -1.97
H -2.52 -3.92 -3.12
H -1.62 -2.51 -3.78
H -1.66 -4.70 -5.00
H -0.44 -5.28 -3.90
H 0.78 -4.27 -5.56
O 2.15 0.93 -2.97
C 2.94 0.23 -3.93
C 2.34 -0.98 -4.57
O 1.13 -0.62 -5.30
H 1.78 0.25 -2.39
H 3.24 0.96 -4.69
H 3.87 -0.05 -3.45
H 1.97 -1.69 -3.82
H 3.17 -1.41 -5.17
H 0.66 -1.46 -5.50
O -2.30 -1.18 1.70
C -1.94 -2.08 2.77
C -2.22 -3.48 2.22
O -1.37 -3.75 1.16
H -2.47 -0.29 2.01
H -0.87 -2.06 2.97
H -2.58 -2.00 3.72
H -3.27 -3.61 1.94
H -1.91 -4.31 2.94
H -1.61 -3.30 0.35
O -3.00 3.56 0.18
C -2.62 3.54 1.56
C -3.58 2.76 2.39
O -3.50 1.32 2.29
H -2.71 2.71 -0.22
H -1.60 3.19 1.71
H -2.65 4.63 1.91
H -4.65 2.98 2.26
H -3.44 2.99 3.49
H -3.86 1.13 1.38
O 0.53 -0.97 -1.49
C -0.25 -0.81 -0.32
C -0.65 0.70 -0.26
O -1.56 1.11 -1.26
H 0.16 -1.83 -1.89
H -1.10 -1.48 -0.39
H 0.23 -1.09 0.61
H 0.25 1.32 -0.29
H -1.11 0.94 0.73
H -1.10 0.89 -2.12
*
```

Atomic partial charges in e from the Löwdin method, atoms 1 to 2:
1 C -0.17
2 C -0.17